Below is a cluster of 2 separate species, C3H8N in total at a distorted geometry, with properties calculated with wB97M-V/def2-TZVPD.

HOMO: -16.9 eV
Charge: +1
HOMO-LUMO gap: 11.60 eV
Relative energy (zero: lowest compared OMol25 entry of this formula, charge and spin): 1.607 eV

Each line ends with the natural charge from an NBO analysis.
Atoms and positions in Å:
C: 0.4843 -0.1259 -2.0837  0.09
C: 1.6863 0.6099 -0.0721  0.09
C: -1.5113 -0.3385 1.5016  -0.85
N: 1.1025 0.2652 -1.0968  -0.22
H: 0.9306 -0.1244 -3.0739  0.26
H: -0.5400 -0.4788 -1.9907  0.26
H: 1.6489 1.6453 0.2601  0.26
H: -1.2045 -1.2617 1.0266  0.20
H: 2.2570 -0.0983 0.5188  0.26
H: -2.0226 -0.5745 2.4246  0.25
H: -2.1853 0.2088 0.8555  0.22
H: -0.6460 0.2729 1.7300  0.19

Force components x, y, z for each atom (eV/Å):
-0.8 -0.4 -1.1
0.6 0.6 1.1
0.0 0.0 -0.1
0.0 -0.1 0.0
0.2 0.1 0.1
0.0 0.0 0.2
-0.1 0.0 -0.1
0.1 -0.2 -0.1
0.0 -0.2 -0.1
-0.1 0.0 0.2
-0.1 0.1 -0.1
0.2 0.1 0.1